Entry 1:
Formula: C10H7BrN2O2
Source: the Open Molecules 2025 dataset
Level of theory: the ωB97M-V functional and the def2-TZVPD basis

Structure (XYZ):
```
22
Properties=species:S:1:pos:R:3:mulliken_charge:R:1
C -1.13 1.24 2.75 0.61
C 2.24 -1.09 0.48 -0.67
C 2.87 -0.91 -0.77 -0.41
C 0.84 -0.90 0.61 -0.19
C 2.11 -0.48 -1.87 -0.76
C 0.10 -0.62 -0.53 0.49
C 0.69 -0.35 -1.74 0.62
C -1.48 0.09 -1.92 0.50
C -2.22 -0.33 0.41 -0.83
C -1.36 1.90 1.58 -0.67
N -1.04 0.70 3.80 -0.48
N -1.27 -0.21 -0.61 0.31
O -2.52 0.30 -2.48 -0.58
O -0.30 0.09 -2.58 -0.43
Br 0.07 2.46 0.41 -0.06
H 2.92 -1.43 1.36 0.27
H 3.96 -0.94 -0.82 0.38
H 0.20 -0.96 1.57 0.17
H 2.61 -0.39 -2.84 0.37
H -1.92 -0.80 1.40 0.42
H -3.17 0.12 0.30 0.43
H -2.18 2.49 1.47 0.50
```

HOMO-LUMO gap (spin up / spin down) in Ha: 0.2955 / 0.2347
Highest occupied orbital energy (spin up / spin down) in eV: -8.89 / -8.10
LUMO (spin up / spin down) in Ha: -0.031 / -0.063
Energy above the lowest of the compared OMol25 structures with the same formula, charge and spin in eV: 3.122



Entry 2:
Formula: C10H7Cl24INO2
Source: the Open Molecules 2025 dataset
Level of theory: the ωB97M-V functional and the def2-TZVPD basis

Structure (XYZ):
```
45
Properties=species:S:1:pos:R:3:mulliken_charge:R:1
O 1.72 1.00 1.53 -0.52
C 2.43 1.34 0.57 0.53
O 1.95 1.32 -0.76 -0.41
C 3.97 1.80 0.73 -0.39
C 4.85 0.55 0.25 -0.44
C 5.07 -0.57 1.40 -0.51
N 5.87 -1.74 0.94 -0.64
I 4.85 -2.82 -0.49 -0.10
H 1.26 0.61 -0.84 0.26
H 4.18 2.12 1.80 0.26
H 4.12 2.64 -0.03 0.31
H 5.91 0.92 0.00 0.13
H 4.36 0.13 -0.69 0.31
H 4.10 -0.85 1.94 0.19
H 5.73 -0.04 2.19 0.32
C -1.72 0.56 -3.22 0.25
Cl -3.33 -0.17 -3.42 -0.08
Cl -0.62 -0.61 -2.46 -0.08
Cl -1.08 1.03 -4.81 -0.11
Cl -1.85 2.01 -2.19 0.06
C -1.80 6.16 -3.93 0.29
Cl -1.01 6.02 -5.52 -0.11
Cl -1.92 4.55 -3.19 -0.02
Cl -0.83 7.22 -2.88 -0.11
Cl -3.42 6.84 -4.13 -0.11
C -0.92 4.24 1.42 0.17
Cl -0.94 5.06 -0.16 -0.03
Cl -1.84 5.21 2.59 -0.13
Cl -1.66 2.63 1.28 0.04
Cl 0.76 4.07 1.97 -0.07
C -3.12 -1.04 2.07 0.19
Cl -1.89 -2.14 2.71 -0.09
Cl -2.57 -0.39 0.51 0.03
Cl -4.64 -1.92 1.84 -0.01
Cl -3.37 0.30 3.21 -0.11
C -7.99 -4.02 1.25 0.35
Cl -9.71 -4.37 0.95 -0.11
Cl -7.81 -2.36 1.84 -0.10
Cl -7.36 -5.15 2.46 -0.09
Cl -7.08 -4.21 -0.27 -0.08
C 3.47 -7.19 0.71 0.24
Cl 4.53 -8.31 -0.18 -0.13
Cl 3.68 -7.45 2.46 -0.13
Cl 3.90 -5.51 0.30 -0.10
Cl 1.78 -7.50 0.26 -0.14
```

Charge: -1
HOMO-LUMO gap in Ha: 0.1502
Highest occupied orbital energy in eV: -2.84
LUMO in Ha: 0.046



Asked for DFT total energy across the records above, the calculation gives -3219.151471; -11932.671370 a.u. in order.